Formula: C20H28IrN2Si
Source: the Open Molecules 2025 dataset
Level of theory: wB97M-V/def2-TZVPD

```
52
C20H28IrN2Si | the Open Molecules 2025 dataset | wB97M-V/def2-TZVPD
H -0.620 1.354 -2.007
Ir -2.353 0.810 0.069
C 2.555 1.680 1.405
C -3.884 0.113 1.528
H -4.076 0.968 -3.446
C -2.173 1.587 2.071
C 1.986 -3.282 0.243
H -1.628 2.496 2.323
H 1.656 2.221 1.099
H 2.451 -5.372 0.526
C 4.621 1.582 2.678
H 2.918 -1.407 -2.457
H -2.070 2.795 -1.705
H -2.625 -0.248 -2.360
H 0.406 -0.915 0.920
H 1.167 0.329 -1.372
Si 1.439 -0.518 -0.010
C 3.251 -4.621 -1.339
H 3.913 -3.594 -3.122
H -4.301 2.305 1.839
C -2.664 -0.642 1.608
C -0.600 0.810 -1.067
H -4.873 -0.288 1.290
C -1.615 0.271 1.975
H -4.939 2.709 -1.213
H 3.688 -5.578 -1.628
C 2.553 -4.505 -0.128
C 4.050 -0.213 1.144
C 2.143 -2.155 -0.581
C 2.803 0.392 0.886
H -4.053 3.141 -2.699
H -2.905 3.346 -0.441
H 3.215 3.222 2.761
C 4.940 0.370 2.048
H 5.887 -0.124 2.274
N -2.833 2.547 -1.076
H 1.421 -3.197 1.175
H -5.289 0.668 -2.183
C -4.104 2.429 -1.865
H -2.558 -1.714 1.443
H 4.317 -1.153 0.650
C 3.442 2.250 2.318
H 0.001 1.354 -0.323
C 3.378 -3.506 -2.173
H -0.574 -0.277 -1.238
H 5.285 2.004 3.428
C -4.270 1.025 -2.367
C -3.583 1.481 1.817
N -3.314 0.082 -1.681
H -3.823 -0.768 -1.423
H -0.585 0.011 2.193
C 2.825 -2.275 -1.804
```

**ΔE to the lowest compared entry with this formula, charge and spin**: 85.0 kcal/mol
**Max |F|**: 4.83 eV/Å
**Multiplicity**: 6
**Total charge**: +2
**Frontier orbital gap (alpha / beta)**: 3.695 / 4.759 eV
**Expectation value of S²**: 8.86